Entry 1:
A cluster of 10 separate species, C14H48O10 in total in a non-equilibrium geometry, computed with ωB97M-V/def2-TZVPD.

Properties
- frontier orbital gap (eV) = 9.5
- HOMO level (eV) = -9.39

```
! wB97M-V def2-TZVPD RIJCOSX def2/J DEFGRID3
* xyz 0 1
C 1.153 -4.982 -1.576
C 1.074 -4.517 -0.055
C -0.338 -4.073 0.325
O 1.326 -5.600 0.794
H 0.474 -5.803 -1.807
H 2.137 -5.310 -1.912
H 0.807 -4.175 -2.222
H 1.712 -3.646 0.094
H -0.396 -3.854 1.392
H -1.162 -4.746 0.090
H -0.494 -3.139 -0.215
H 2.228 -5.895 0.653
C 0.745 1.572 -3.554
C 1.380 2.898 -3.216
C 2.773 3.036 -3.840
O 0.533 3.890 -3.701
H 1.417 0.784 -3.214
H 0.613 1.353 -4.614
H -0.237 1.369 -3.128
H 1.395 2.952 -2.128
H 2.729 2.727 -4.885
H 3.502 2.365 -3.386
H 3.099 4.062 -3.666
H 0.870 4.755 -3.455
C -1.616 3.523 -0.442
O -1.139 4.763 -0.002
H -1.772 3.532 -1.521
H -0.796 2.860 -0.167
H -2.544 3.276 0.072
H -1.770 5.421 -0.304
C 0.633 0.761 4.562
O 1.324 0.330 3.394
H -0.324 1.176 4.248
H 0.434 -0.060 5.251
H 1.262 1.516 5.034
H 0.661 0.057 2.756
C 1.259 3.259 1.771
O 1.073 4.671 1.527
H 0.853 2.996 2.748
H 0.764 2.609 1.050
H 2.326 3.038 1.782
H 0.193 4.730 1.148
C -1.211 -2.519 3.821
O -1.143 -2.440 5.281
H -2.083 -2.002 3.420
H -0.291 -2.119 3.394
H -1.287 -3.581 3.588
H -1.893 -1.906 5.552
C -3.045 -0.095 -2.394
O -4.010 0.289 -1.444
H -2.460 -0.922 -1.991
H -3.547 -0.430 -3.302
H -2.342 0.678 -2.703
H -4.607 0.851 -1.943
C 3.821 -1.001 -1.491
O 3.432 -2.266 -1.733
H 3.966 -0.427 -2.406
H 3.131 -0.546 -0.781
H 4.807 -1.068 -1.032
H 3.671 -2.861 -1.018
C 0.301 -0.354 0.024
O -0.304 -0.474 1.286
H 1.099 -1.066 -0.185
H -0.435 -0.458 -0.773
H 0.601 0.687 -0.099
H -1.246 -0.315 1.196
C -3.984 -0.054 2.024
O -2.955 0.052 1.039
H -4.473 -1.016 1.874
H -3.619 -0.053 3.051
H -4.707 0.750 1.887
H -3.348 0.188 0.174
*
```

---

Entry 2:
A structure of composition C2H3F4FeNO4S2 in a non-equilibrium geometry, computed with ωB97M-V/def2-TZVPD.

Properties
- frontier orbital gap (spin up / spin down) (eV) = 9.7 / 5.9
- <S²> = 8.77
- HOMO level (spin up / spin down) (eV) = -14.92 / -14.45

```
! wB97M-V def2-TZVPD RIJCOSX def2/J DEFGRID3
* xyz 1 6
N 0.495 0.149 0.513
S 1.731 1.451 0.367
O 2.355 0.947 -0.978
O 2.658 1.115 1.481
S -0.795 0.404 -0.371
O -0.561 -0.265 -1.711
O -1.337 1.753 -0.471
C -2.137 -0.628 0.411
F -1.817 -1.905 0.373
F -2.303 -0.237 1.658
F -3.252 -0.439 -0.270
Fe 1.396 -0.642 -1.566
F 2.078 -2.100 -0.593
C 1.602 -2.149 0.995
H 2.144 -3.080 1.181
H 0.554 -2.452 0.947
H 2.106 -1.506 1.726
*
```

---

Which energy above the lowest of the compared OMol25 structures with the same formula, charge and spin belongs to each record? In order, 86.5; 52.2 kcal/mol.